(1)
Computed, not measured: C10H12NOP in the gas phase, with ωB97M-V with the def2-TZVPD basis set.

```
25
Properties=species:S:1:pos:R:3:forces:R:3
C 3.6796 0.0151 0.8011 1.49 -1.82 -0.20
C 3.5974 1.2636 0.2643 -0.12 1.82 -0.05
C 2.6743 -0.9342 0.5970 -1.12 0.36 0.00
C 2.4249 1.6506 -0.4197 0.15 -1.42 0.16
C 1.6175 -0.4713 -0.2259 -0.49 -0.70 1.22
C -1.4895 -0.4754 1.3443 4.47 -2.42 -2.00
C -2.2992 0.0223 0.4600 -1.94 -0.62 -0.19
C -2.3893 -0.4724 -1.0125 0.28 -0.40 -0.42
C -1.0097 -0.8698 -1.6221 1.99 1.35 -0.22
C -3.4033 0.9686 0.9211 1.53 0.71 -3.50
N 1.4336 0.7800 -0.6824 1.43 -0.15 0.36
O 0.3027 -2.9854 -0.1038 0.78 -1.41 -0.09
P 0.1390 -1.5506 -0.2959 -3.77 3.00 1.26
H 4.6942 -0.2469 1.1632 -1.03 -0.09 0.51
H 4.4607 1.9348 0.5066 -1.14 -0.33 -0.70
H 2.5395 -1.9196 1.1400 0.65 1.19 -1.08
H 2.2486 2.6147 -0.8279 0.19 0.87 -0.08
H -0.9990 -0.6622 2.3153 -1.17 0.83 -0.64
H -3.1863 -1.2413 -1.0981 0.83 -0.32 0.58
H -2.8869 0.2443 -1.6514 0.37 0.95 -0.07
H -0.8654 -1.4357 -2.5682 -1.03 -0.35 0.82
H -0.4301 0.0705 -1.9583 -1.07 -0.94 0.94
H -2.9006 1.9217 0.7316 -0.50 0.41 0.62
H -3.6410 0.7800 1.8849 -0.59 -0.13 3.17
H -4.3115 0.9988 0.3367 -0.19 -0.39 -0.42
```
Forces are in eV/Å.

HOMO-LUMO gap (spin up / spin down) ... 7.80 / 7.80 eV
F_max ... 5.5 eV Å⁻¹
ΔE to the lowest compared entry with this formula, charge and spin ... 82.8 kcal/mol
M ... 193.2 g mol⁻¹

(2)
Computed, not measured: C10H12NOP in the gas phase, with ωB97M-V with the def2-TZVPD basis set.

```
25
Properties=species:S:1:pos:R:3:forces:R:3
O 3.6600 0.3250 -0.9653 0.11 -0.52 0.77
C 3.0990 -0.6553 -0.4641 -0.77 4.49 -2.51
N 1.7632 -0.5816 -0.2301 0.86 -0.68 0.54
C 1.1964 -1.6671 0.5066 -3.48 1.51 -0.89
C -0.3032 -1.8690 0.1401 1.31 -1.94 3.69
C -1.0248 -0.6277 -0.0001 -3.81 0.24 0.19
C -2.4629 -0.6621 0.0048 -0.30 0.02 1.32
C -3.2200 0.4665 -0.2833 0.00 0.29 0.67
C -2.5370 1.6461 -0.5650 -0.23 2.46 -1.53
C -1.1351 1.7152 -0.6012 -1.49 1.13 0.11
C -0.4418 0.5699 -0.2438 2.57 0.71 -0.74
C 1.0825 0.7058 -0.3072 -0.20 0.26 -2.52
P 1.6596 2.1689 0.7238 1.11 -0.59 1.53
H 3.6595 -1.5268 -0.4232 0.43 -2.35 0.78
H 1.2864 -1.5136 1.5208 -0.11 0.73 2.62
H 1.6833 -2.5432 0.3702 1.83 -2.64 -1.08
H -0.7638 -2.6568 0.8920 0.66 1.91 -0.94
H -0.4006 -2.4164 -0.7235 0.13 -1.13 -2.48
H -3.0135 -1.4827 0.5264 0.75 0.21 -1.03
H -4.3252 0.5497 -0.1500 1.08 -0.55 -0.25
H -3.1489 2.5835 -0.8725 1.15 -1.67 0.71
H -0.5948 2.6867 -0.8703 -0.88 -1.58 0.44
H 1.2654 1.0976 -1.3986 -0.01 -0.77 1.93
H 2.4505 1.4783 1.7934 -0.56 0.47 -1.23
H 0.5660 2.2090 1.6201 -0.17 -0.02 -0.10
```
Forces are in eV/Å.

HOMO-LUMO gap ... 9.62 eV
F_max ... 5.2 eV Å⁻¹
ΔE to the lowest compared entry with this formula, charge and spin ... 47.7 kcal/mol
M ... 193.2 g mol⁻¹

(3)
Computed, not measured: C10H12O2 as an isolated structure, with ωB97M-V with the def2-TZVPD basis set.

```
24
Properties=species:S:1:pos:R:3:forces:R:3
C -1.8896 -0.5806 2.9271 0.11 -0.98 -0.16
C -1.9079 -1.0787 1.5963 -0.46 -0.18 -1.06
C -0.6010 -0.4393 3.2742 0.58 1.13 -0.16
C -0.5849 -1.0251 1.2040 -2.74 -1.16 -2.16
C -0.2512 0.5687 -1.1092 2.08 -3.96 2.98
C -1.4688 0.9498 -1.2460 -2.70 1.48 -1.00
C 1.8965 0.0311 -0.1442 -0.06 1.83 -0.34
C -0.1228 -1.1635 -0.2007 2.73 2.49 -1.45
C 1.2206 0.9436 -1.2841 -1.74 -1.90 1.97
C 1.5636 0.7304 -2.7387 1.61 -0.81 1.13
O 0.1983 -0.6649 2.1968 0.74 0.15 0.12
O 1.3321 -1.2474 -0.2474 -0.92 -0.29 0.28
H -2.7223 -0.4704 3.5465 -1.00 0.26 0.89
H -2.8158 -1.4230 0.9885 1.72 0.70 1.01
H -0.0528 0.0631 4.0407 -0.17 -0.20 0.69
H -1.8263 1.8230 -1.8155 0.64 0.01 0.33
H -2.3449 0.4193 -0.8483 0.64 -0.27 -0.05
H 3.0103 -0.0105 -0.2590 -0.96 -0.27 -0.01
H 1.6774 0.6009 0.8429 0.27 -1.26 -1.35
H -0.5283 -1.9982 -0.8442 0.15 1.13 1.01
H 1.3451 1.9065 -0.8787 0.25 1.62 -0.06
H 0.6224 0.3475 -3.0917 0.39 -0.48 -1.33
H 2.4582 0.0158 -2.7644 -1.38 0.92 -0.63
H 1.7922 1.7021 -3.1449 0.21 0.05 -0.66
```
Forces are in eV/Å.

HOMO-LUMO gap ... 9.07 eV
F_max ... 5.4 eV Å⁻¹
ΔE to the lowest compared entry with this formula, charge and spin ... 91.6 kcal/mol
M ... 164.2 g mol⁻¹